Record 1
Formula: C28H30N2O3S2SiSr
Source: the OMol25 dataset
Level of theory: ωB97M-V with the def2-TZVPD basis set

```
! RIJCOSX wB97M-V def2-TZVPD def2/J DEFGRID3
* xyz -1 2
Sr 0.161 -0.368 0.920
S 0.200 -2.955 2.441
S -0.364 3.224 0.115
Si 2.629 -2.779 -2.036
O -0.497 1.720 0.180
O 1.355 0.277 2.996
O -1.706 -1.920 0.610
N -1.347 0.097 2.969
N -1.888 -3.198 0.732
C 2.704 5.338 -1.588
C -1.399 -5.253 1.891
C -2.140 3.270 -3.576
C 3.225 2.967 -1.683
C -0.810 0.394 4.164
C -2.682 4.516 -3.674
C 3.485 4.324 -2.076
C 3.522 -3.745 -0.662
C -2.899 0.446 5.261
C 0.965 -3.725 -2.112
C -1.417 2.883 -2.428
C -2.852 -3.891 -0.043
C -3.509 -0.002 4.070
C 1.183 3.634 -0.704
C -1.108 -3.880 1.692
C -1.383 3.712 -1.282
C -2.709 -0.074 2.937
C -2.680 5.340 -2.511
C 3.775 -2.667 -3.498
C -2.324 -5.981 1.129
C 0.693 0.422 4.255
C 1.974 0.104 -1.118
C 1.476 4.951 -0.932
C -1.540 0.573 5.327
C 1.997 -1.111 -1.459
C 2.007 2.625 -1.189
C -2.131 4.932 -1.314
C -3.065 -5.283 0.166
H -3.149 6.346 -2.599
H 0.810 5.771 -0.578
H -3.478 0.737 6.128
H 0.820 -4.761 -2.484
H 3.325 -4.827 -0.910
H 1.051 -0.375 5.009
H 0.736 -3.751 -1.061
H 2.968 6.392 -1.856
H 0.207 -3.110 -2.632
H 4.717 -2.115 -3.319
H 4.114 -3.691 -3.839
H 1.900 1.376 -1.153
H 4.332 4.527 -2.772
H -2.988 4.963 -4.612
H 3.908 2.168 -2.000
H 2.176 0.848 3.072
H 4.591 -3.394 -0.551
H -2.335 2.517 -4.346
H -2.500 -7.016 1.360
H -0.830 1.948 -2.425
H 2.981 -3.428 0.209
H -0.745 -5.739 2.566
H -2.073 5.587 -0.467
H -1.172 0.794 6.352
H -4.513 -0.440 4.128
H 3.312 -2.189 -4.392
H -3.280 -3.277 -0.881
H -3.651 -5.856 -0.567
H 0.940 1.426 4.688
H -3.073 -0.346 1.959
*
```

Properties
- <S²>: 0.7629

Atom-resolved charges from Mulliken, all expressed in e:
1. Sr 1.661
2. S -0.290
3. S -0.023
4. Si 0.144
5. O -0.610
6. O -0.435
7. O -0.678
8. N 0.360
9. N 0.417
10. C -0.525
11. C -0.725
12. C -0.524
13. C -0.775
14. C 0.339
15. C -0.451
16. C -0.495
17. C -0.876
18. C -0.426
19. C -0.847
20. C -0.479
21. C -0.156
22. C -0.860
23. C 0.638
24. C 0.179
25. C 0.466
26. C -0.793
27. C -0.297
28. C -0.982
29. C -0.205
30. C -0.458
31. C -1.141
32. C -0.198
33. C -0.772
34. C 0.297
35. C -0.296
36. C -0.513
37. C -0.655
38. H 0.298
39. H 0.196
40. H 0.370
41. H 0.372
42. H 0.285
43. H 0.138
44. H 0.090
45. H 0.294
46. H 0.302
47. H 0.311
48. H 0.277
49. H 1.037
50. H 0.298
51. H 0.368
52. H 0.364
53. H 0.236
54. H 0.286
55. H 0.354
56. H 0.385
57. H 0.314
58. H 0.210
59. H 0.402
60. H 0.424
61. H 0.285
62. H 0.291
63. H 0.287
64. H 0.346
65. H 0.289
66. H 0.348
67. H 0.523

=====

Record 2
Formula: C28H30N6PdSeSi
Source: the OMol25 dataset
Level of theory: ωB97M-V with the def2-TZVPD basis set

```
! RIJCOSX wB97M-V def2-TZVPD def2/J DEFGRID3
* xyz 0 1
Pd 0.767 0.551 -0.313
Se 2.126 2.950 -1.878
Si 0.684 0.567 3.129
N 0.573 2.069 -2.047
N 1.271 -0.036 1.594
N 0.820 -2.588 -0.282
N 2.888 0.125 0.031
N -6.148 -1.708 -0.972
N 1.395 4.536 -2.013
C -3.404 -0.126 0.513
C -5.087 -1.284 -0.839
C 5.072 -0.769 0.242
C 4.773 -1.171 1.542
C -1.164 0.197 -0.320
C -3.760 -0.757 -0.675
C -2.613 3.804 -2.463
C -0.371 2.998 -2.172
C -2.824 -0.911 -1.694
C -0.479 -0.669 3.915
C -0.180 2.224 2.871
C -0.288 -3.284 -0.737
C -2.145 5.165 -2.442
C -1.778 2.749 -2.337
C 4.324 0.276 -1.918
C -1.378 -3.490 0.110
C -1.532 -4.322 -2.524
C -0.376 -3.713 -2.063
C 3.523 -0.952 2.073
C -2.530 -4.095 -0.363
C -0.835 5.453 -2.301
C -1.539 -0.432 -1.510
C 0.098 4.369 -2.163
C 4.085 -0.139 -0.495
C 2.100 0.891 4.316
C -2.108 0.344 0.688
C 2.565 -0.279 1.291
C -2.621 -4.514 -1.684
H 2.866 1.519 3.855
H 0.849 -2.392 0.706
H -3.524 -4.983 -2.050
H 4.815 1.250 -1.968
H -3.673 3.622 -2.585
H -1.862 0.840 1.613
H -0.817 -0.566 -2.310
H 2.584 -0.001 4.711
H 6.041 -0.962 -0.196
H -0.106 2.540 1.827
H 1.714 -2.764 -0.707
H -0.463 6.467 -2.287
H 4.969 -0.442 -2.422
H -3.371 -4.232 0.305
H -1.583 -4.646 -3.556
H -1.312 -0.915 3.254
H 3.382 0.335 -2.465
H 3.257 -1.324 3.051
H -2.146 1.735 -2.352
H -2.865 5.967 -2.545
H -3.096 -1.427 -2.606
H 0.053 -1.597 4.136
H 1.695 1.442 5.169
H -1.237 2.210 3.138
H 0.460 -3.549 -2.733
H -4.138 -0.011 1.301
H 5.520 -1.692 2.129
H 0.298 2.989 3.486
H -1.324 -3.150 1.138
H -0.892 -0.290 4.852
*
```

Atom-resolved charges from Mulliken, all expressed in e:
1. Pd -0.719
2. Se 0.270
3. Si -0.049
4. N -0.571
5. N 0.042
6. N -0.206
7. N -0.034
8. N -0.583
9. N -0.731
10. C -0.874
11. C -0.225
12. C -0.666
13. C -0.503
14. C 1.279
15. C 0.352
16. C -0.754
17. C 0.883
18. C -0.258
19. C -1.046
20. C -1.080
21. C 0.467
22. C -0.505
23. C -0.125
24. C -1.605
25. C -0.368
26. C -0.616
27. C -0.318
28. C -0.679
29. C -0.556
30. C -0.771
31. C -0.527
32. C 0.592
33. C 0.559
34. C -1.284
35. C 0.413
36. C 0.806
37. C -0.666
38. H 0.353
39. H 0.093
40. H 0.405
41. H 0.248
42. H 0.447
43. H 0.300
44. H 0.083
45. H 0.327
46. H 0.449
47. H 0.179
48. H 0.210
49. H 0.440
50. H 0.468
51. H 0.422
52. H 0.369
53. H 0.289
54. H 0.246
55. H 0.451
56. H 0.527
57. H 0.383
58. H 0.378
59. H 0.307
60. H 0.389
61. H 0.382
62. H 0.399
63. H 0.489
64. H 0.414
65. H 0.458
66. H 0.361
67. H 0.388

=====

Record 3
Formula: C28H30NO2P2Ru
Source: the OMol25 dataset
Level of theory: ωB97M-V with the def2-TZVPD basis set

```
! RIJCOSX wB97M-V def2-TZVPD def2/J DEFGRID3
* xyz 1 5
Ru 1.150 0.839 -0.753
P -0.515 0.665 1.000
P 0.402 -1.655 -0.218
O 1.770 0.602 -2.524
O 1.701 3.419 -1.253
N -0.609 -1.017 1.008
C -1.626 2.666 -0.510
C -2.502 -3.229 -3.375
C -2.767 0.547 -0.698
C 2.941 1.033 -3.179
C 1.465 -3.053 1.943
C -2.150 2.402 4.302
C -2.506 -3.795 -2.104
C -1.596 -3.364 -1.155
C -3.434 2.406 -2.070
C -0.686 -2.354 -1.472
C -0.146 1.253 4.982
C -0.835 1.214 2.677
C -1.781 1.334 -0.109
C 2.513 -5.206 1.757
C 2.559 4.405 -1.839
C 2.697 2.957 0.938
C 2.228 2.482 -0.411
C 1.202 -3.062 0.575
C -1.589 -2.238 -3.698
C -1.944 1.996 2.991
C -3.591 1.085 -1.675
C 0.068 0.850 3.676
C 2.265 -5.214 0.391
C 1.611 -4.146 -0.202
C -0.680 -1.795 -2.747
C -2.454 3.197 -1.486
C -1.255 2.030 5.294
C 2.114 -4.127 2.531
H -2.327 4.226 -1.793
H -1.329 -1.544 1.489
H -3.012 3.007 4.546
H 3.729 2.665 1.141
H 1.963 5.303 -1.978
H -4.075 2.818 -2.837
H 1.155 -2.212 2.551
H 0.941 0.255 3.432
H -2.646 2.283 2.220
H 2.080 2.543 1.742
H 3.406 4.624 -1.187
H -3.213 -4.577 -1.861
H 3.577 0.167 -3.375
H 2.925 4.048 -2.801
H 3.496 1.748 -2.567
H -1.586 -3.821 -0.172
H 2.307 -4.121 3.595
H 2.576 -6.055 -0.213
H -1.421 2.346 6.315
H -4.354 0.470 -2.132
H 2.676 1.492 -4.134
H 1.411 -4.163 -1.266
H 0.554 0.969 5.757
H 0.035 -1.019 -2.997
H -0.859 3.290 -0.064
H -3.212 -3.572 -4.116
H 3.018 -6.044 2.219
H -2.882 -0.491 -0.409
H -1.581 -1.807 -4.690
H 2.629 4.046 0.994
*
```

Properties
- <S²>: 6.0202

Atom-resolved charges from Mulliken, all expressed in e:
1. Ru 0.051
2. P 0.941
3. P 0.856
4. O -0.638
5. O -0.082
6. N -0.341
7. C -0.134
8. C -0.497
9. C -0.704
10. C -0.646
11. C -0.314
12. C -0.728
13. C -0.733
14. C -0.219
15. C -0.495
16. C 0.540
17. C -0.814
18. C 0.683
19. C 0.614
20. C -0.476
21. C -0.798
22. C -1.168
23. C 0.310
24. C 0.417
25. C -0.693
26. C -0.417
27. C -0.645
28. C -0.374
29. C -0.615
30. C -0.652
31. C -0.375
32. C -0.795
33. C -0.516
34. C -0.646
35. H 0.425
36. H 0.350
37. H 0.423
38. H 0.316
39. H 0.252
40. H 0.418
41. H 0.311
42. H 0.364
43. H 0.404
44. H 0.181
45. H 0.385
46. H 0.426
47. H 0.269
48. H 0.249
49. H 0.190
50. H 0.416
51. H 0.420
52. H 0.405
53. H 0.400
54. H 0.445
55. H 0.276
56. H 0.417
57. H 0.415
58. H 0.346
59. H 0.504
60. H 0.424
61. H 0.396
62. H 0.422
63. H 0.450
64. H 0.398

=====

Values of calculated total energy, in order: -2536.63299 -4232.34254 -2067.46584, all in hartree.